Entry 1:
A molecular structure, C2H3Br2NO3, computed with wB97M-V/def2-TZVPD.

Summary:
* energy above the lowest of the compared OMol25 structures with the same formula, charge and spin: 250.7 kJ/mol
* gap between HOMO and LUMO (alpha / beta): 8.59 / 8.59 eV

```
! RIJCOSX wB97M-V def2-TZVPD def2/J DEFGRID3
* xyz 0 1
C 0.464 0.058 0.928
C -1.725 0.398 -0.310
N 0.822 -0.789 -0.018
O 0.812 -2.003 0.081
O 1.217 -0.394 -1.210
O -1.589 -0.241 -1.310
Br 1.255 1.682 1.288
Br -1.418 2.368 -0.355
H 0.107 -0.495 1.758
H -2.016 0.248 0.774
H 2.071 -0.834 -1.626
*
```

=====

Entry 2:
A molecular structure, C14H40CrOP2Si2, computed with wB97M-V/def2-TZVPD.

Summary:
* expectation value of S²: 3.904
* energy above the lowest of the compared OMol25 structures with the same formula, charge and spin: 102.6 kJ/mol
* gap between HOMO and LUMO (alpha / beta): 6.62 / 7.13 eV

```
! RIJCOSX wB97M-V def2-TZVPD def2/J DEFGRID3
* xyz 1 4
Cr 0.559 -0.468 -0.666
H -2.647 -0.662 -0.293
H -2.614 0.030 -0.674
P -0.158 -2.271 -1.822
P -0.286 1.249 -2.322
C 1.146 2.382 -2.405
H 0.830 3.400 -2.165
H 1.918 2.073 -1.696
H 1.578 2.342 -3.412
C -0.734 1.224 -4.127
H -1.697 0.728 -4.345
H -0.839 2.256 -4.520
H 0.065 0.757 -4.725
C -1.697 2.294 -1.710
H -1.677 2.379 -0.606
H -1.524 3.304 -2.150
H -2.728 1.974 -2.006
C -0.175 -2.363 -3.641
H -0.159 -3.424 -3.909
H -1.068 -1.880 -4.045
H 0.686 -1.862 -4.085
C 1.053 -3.497 -1.280
H 0.948 -3.656 -0.199
H 0.840 -4.419 -1.836
H 2.065 -3.135 -1.481
C -1.657 -3.247 -1.470
H -2.573 -2.766 -1.839
H -1.532 -4.235 -1.953
H -1.746 -3.379 -0.384
C 2.409 -0.360 -0.564
O 3.591 -0.268 -0.550
H 0.686 -0.331 -2.269
C 1.962 1.977 2.921
Si 0.282 2.060 2.030
C -1.126 2.784 3.071
C 0.649 3.493 0.858
C -0.334 0.414 1.238
Si 0.033 -1.025 2.383
C -0.473 -0.702 4.170
C -0.877 -2.582 1.958
C 1.856 -1.556 2.333
H 2.270 2.973 3.291
H 2.701 1.675 2.153
H 1.955 1.285 3.777
H -0.851 3.716 3.585
H -1.954 3.042 2.396
H -1.467 2.061 3.818
H 1.584 3.315 0.312
H -0.172 3.602 0.143
H 0.756 4.451 1.402
H -1.432 0.615 0.956
H -1.529 -0.401 4.199
H -0.370 -1.695 4.639
H 0.086 0.022 4.776
H -1.882 -2.419 1.563
H -0.952 -3.136 2.902
H -0.279 -3.162 1.249
H 2.132 -2.199 1.479
H 2.494 -0.662 2.288
H 2.074 -2.116 3.258
*
```

=====

Entry 3:
A molecular structure, C17H15BrO2Pd, computed with wB97M-V/def2-TZVPD.

Summary:
* expectation value of S²: 6.011
* gap between HOMO and LUMO (alpha / beta): 6.87 / 3.28 eV

```
! RIJCOSX wB97M-V def2-TZVPD def2/J DEFGRID3
* xyz 0 5
C -1.380 -0.955 -1.292
C -2.000 -2.150 -0.756
C -3.177 -1.737 -0.013
H -1.604 -3.157 -0.800
C -3.243 -0.294 -0.065
C -2.145 0.184 -0.849
H -1.962 1.226 -1.104
H -0.488 -0.933 -1.922
H -3.842 -2.392 0.526
H -4.005 0.324 0.390
Pd -1.513 -0.920 0.752
Br 1.068 -2.030 1.648
C 2.758 1.483 0.068
C 1.932 2.272 -0.797
C 1.803 1.573 -2.040
H 1.402 3.184 -0.516
C 2.515 0.340 -1.929
C 3.131 0.303 -0.638
H 3.792 -0.478 -0.271
H 2.990 1.700 1.109
H 1.225 1.904 -2.906
H 2.673 -0.383 -2.725
O -1.889 -0.152 2.903
C -0.949 0.738 2.968
O -0.348 1.284 2.012
C -0.501 1.048 4.369
C 0.821 1.466 4.598
C 1.282 1.668 5.905
C 0.409 1.485 6.992
C -0.907 1.048 6.763
C -1.355 0.822 5.460
H 1.475 1.600 3.735
H 2.318 1.966 6.074
H 0.754 1.672 8.010
H -1.582 0.877 7.601
H -2.359 0.451 5.263
*
```

=====

Entry 4:
2 unconnected molecules or ions with the total composition C5H12O, computed with wB97M-V/def2-TZVPD.

Summary:
* energy above the lowest of the compared OMol25 structures with the same formula, charge and spin: 402.1 kJ/mol
* gap between HOMO and LUMO (alpha / beta): 8.07 / 8.10 eV

```
! RIJCOSX wB97M-V def2-TZVPD def2/J DEFGRID3
* xyz 0 1
C 2.558 -0.155 0.464
C 1.560 -1.015 -0.326
C 0.133 -0.645 -0.096
O -0.466 0.040 -1.024
C -1.678 0.538 -0.988
C -2.592 0.108 0.090
H 3.589 -0.484 0.292
H 2.359 -0.215 1.540
H 2.476 0.896 0.168
H 1.711 -2.070 -0.062
H 1.768 -0.928 -1.399
H -0.410 -0.879 0.813
H -0.007 1.830 0.902
H -1.985 0.962 -1.933
H -0.521 2.077 0.408
H -3.600 0.492 -0.080
H -2.257 0.446 1.084
H -2.639 -0.997 0.145
*
```

=====

Entry 5:
3 unconnected molecules or ions with the total composition C4H11NO2, computed with wB97M-V/def2-TZVPD.

Summary:
* energy above the lowest of the compared OMol25 structures with the same formula, charge and spin: 371.3 kJ/mol
* gap between HOMO and LUMO: 9.09 eV

```
! RIJCOSX wB97M-V def2-TZVPD def2/J DEFGRID3
* xyz 0 1
C -1.014 0.473 -2.160
N -0.516 0.584 -1.016
C -1.262 -0.088 0.061
C -0.718 -1.203 0.672
C -2.397 0.732 0.608
H -1.248 1.259 -2.923
H -1.401 -0.497 -2.488
H 0.338 -1.416 0.551
H -1.371 -1.875 1.295
H -3.425 0.598 0.211
H -2.425 0.410 1.710
H -2.134 1.800 0.575
O 1.834 1.040 1.561
H 1.344 0.781 2.426
H 1.254 0.882 0.801
O 2.966 -1.433 -0.315
H 2.985 -0.505 -0.213
H 3.648 -1.862 0.115
*
```

=====

Entry 6:
A molecular structure, C29H27AuF3N2O5PS4, computed with wB97M-V/def2-TZVPD.

Summary:
* energy above the lowest of the compared OMol25 structures with the same formula, charge and spin: 75.1 kJ/mol
* gap between HOMO and LUMO: 6.52 eV

```
! RIJCOSX wB97M-V def2-TZVPD def2/J DEFGRID3
* xyz 0 1
Au 0.258 -0.931 -0.771
F -0.764 -1.117 -5.886
C -0.317 -2.356 -5.637
F 1.012 -2.347 -5.817
F -0.846 -3.173 -6.559
C -0.683 -2.793 -4.244
C -1.448 -3.920 -4.011
C -1.790 -4.288 -2.709
C -1.381 -3.491 -1.663
N -0.655 -2.400 -1.901
C -0.264 -2.046 -3.141
S 0.784 -0.643 -3.020
H -1.772 -4.521 -4.849
H -2.375 -5.174 -2.516
H -1.626 -3.681 -0.624
O -1.327 -0.119 2.745
C -1.285 -0.123 1.539
O -0.947 -1.212 0.844
C -1.671 1.097 0.750
C -1.533 2.339 1.358
C -1.847 3.494 0.667
C -2.333 3.374 -0.622
C -2.537 2.152 -1.236
C -2.195 1.006 -0.537
N -2.651 4.602 -1.372
O -3.291 4.487 -2.397
O -2.253 5.656 -0.915
H -1.176 2.383 2.375
H -1.719 4.472 1.108
H -2.934 2.112 -2.239
H -2.365 0.036 -0.984
S 1.072 2.525 -1.970
P 2.049 2.135 -0.337
S 1.671 0.269 0.567
C 3.852 2.173 -0.592
C 4.447 3.405 -0.863
C 5.802 3.479 -1.132
C 6.575 2.325 -1.143
C 5.986 1.099 -0.886
C 4.628 1.021 -0.610
C 1.727 3.353 0.974
C 1.568 4.686 0.596
C 1.305 5.653 1.551
C 1.187 5.297 2.888
C 1.331 3.971 3.266
C 1.597 3.000 2.312
H 3.851 4.307 -0.877
H 6.257 4.440 -1.336
H 7.635 2.386 -1.349
H 6.582 0.196 -0.901
H 4.172 0.061 -0.411
H 1.609 4.957 -0.451
H 1.172 6.683 1.248
H 0.972 6.053 3.632
H 1.229 3.687 4.305
H 1.687 1.965 2.616
C -0.659 -3.158 3.851
C -1.927 -3.914 3.491
S -2.546 -3.510 1.833
O -3.607 -2.479 1.982
C -3.474 -5.049 1.536
C -2.674 -6.341 1.544
H -0.386 -3.379 4.883
H -0.800 -2.084 3.755
H 0.168 -3.453 3.205
H -2.759 -3.670 4.154
H -1.745 -4.988 3.506
H -3.906 -4.874 0.549
H -4.292 -5.044 2.258
H -1.745 -6.247 0.976
H -3.257 -7.140 1.087
H -2.418 -6.666 2.551
*
```